{
  "formula": "C7H14N2S",
  "method": "wB97M-V/def2-TZVPD",
  "energy_ev": -21297.050,
  "e_lumo_ha": 0.031,
  "relative_energy_kcal_mol": 112.4,
  "molar_mass_da": 158.27,
  "homo_lumo_gap_ev": 8.8,
  "e_homo_ev": -7.9,
  "smiles": "CC(C)(C)C1=CSCN1N",
  "elements": ["C", "C", "C", "C", "C", "C", "C", "N", "N", "S", "H", "H", "H", "H", "H", "H", "H", "H", "H", "H", "H", "H", "H", "H"],
  "positions_angstrom": [[-0.3650, 0.2501, 1.8465], [-0.0477, 0.1440, 0.5577], [-1.0074, 2.4296, 0.6281], [2.1817, -0.3570, -0.1527], [0.2764, -0.8351, -1.7517], [0.4354, -2.2038, 0.5016], [0.7761, -0.8653, -0.2913], [-0.8911, 1.4455, -0.3305], [-2.1784, 0.9349, -0.7279], [-1.1740, 1.7052, 2.3302], [-0.1417, -0.5395, 2.5822], [-0.1383, 3.1927, 0.8019], [-1.8142, 3.0735, 0.2525], [2.7830, -0.7733, 0.7780], [2.7483, -0.5918, -0.9687], [2.2052, 0.6218, 0.0147], [0.8216, -1.5840, -2.2085], [0.4324, 0.1493, -2.0539], [-0.6916, -1.0290, -2.0097], [0.9409, -2.9176, -0.0121], [-0.5704, -2.3248, 0.3707], [0.8448, -2.0482, 1.4040], [-2.8716, 0.6354, -0.1031], [-2.5545, 1.4872, -1.4579]],
  "atomic_forces_ev_per_a": [[0.440, -0.390, -0.853], [-1.999, 1.820, -2.394], [0.909, 3.215, 1.508], [0.888, -4.237, 2.925], [1.801, 0.145, 2.506], [1.165, 3.101, -3.740], [-3.448, 0.703, 2.383], [1.589, -4.044, 0.876], [2.190, -0.353, -1.242], [-1.048, 0.332, 0.548], [-0.050, 0.752, -0.324], [-0.879, -1.792, -0.980], [-0.296, -0.116, 1.020], [-1.442, 0.404, -1.643], [1.650, -0.628, -2.319], [0.011, 4.249, 0.290], [1.637, -1.120, -1.641], [0.778, 1.487, -1.183], [-2.967, -0.644, 0.391], [1.539, -2.692, -1.226], [-2.624, -0.561, 0.436], [0.836, -0.031, 3.553], [-0.533, -0.116, 1.772], [-0.149, 0.517, -0.663]],
  "mulliken_charge": [-0.029, -0.661, -0.494, -1.703, -2.073, -2.223, 2.293, -0.178, -0.463, -0.193, 0.277, 0.280, 0.418, 0.312, 0.441, 0.464, 0.533, 0.519, 0.442, 0.555, 0.470, 0.610, 0.201, 0.201]
}